Record 1
DFT (wB97M-V/def2-TZVPD) results for a molecular structure, C40H33BCl7F5N3O2PSi2W.

Each line ends with the Löwdin charge.
Geometry (Å):
W: 1.303 -0.489 -0.002  1.63
O: -0.404 -3.314 -2.270  0.03
C: -0.727 -2.360 -1.591  -0.58
O: -0.073 -1.951 -0.548  -0.29
C: -1.994 -1.612 -2.016  -0.14
C: -2.335 -1.784 -3.359  -0.04
C: -3.432 -1.153 -3.913  -0.09
C: -4.224 -0.339 -3.116  -0.09
C: -3.920 -0.191 -1.773  -0.09
C: -2.815 -0.824 -1.197  -0.32
P: -2.448 -0.670 0.600  1.14
C: -3.702 0.586 1.120  -0.36
C: -3.249 1.899 1.244  -0.11
C: -4.099 2.917 1.657  -0.09
C: -5.421 2.632 1.965  -0.11
C: -5.886 1.328 1.853  -0.10
C: -5.035 0.316 1.433  -0.10
C: -3.277 -2.184 1.239  -0.36
C: -3.770 -3.206 0.435  -0.07
C: -4.319 -4.351 0.999  -0.09
C: -4.386 -4.489 2.376  -0.11
C: -3.893 -3.475 3.188  -0.09
C: -3.339 -2.339 2.624  -0.11
H: -1.697 -2.423 -3.954  0.12
H: -3.659 -1.284 -4.965  0.10
H: -5.082 0.175 -3.533  0.09
H: -4.556 0.431 -1.158  0.09
H: -2.212 2.123 1.022  0.07
H: -3.717 3.926 1.754  0.10
H: -6.085 3.421 2.299  0.09
H: -6.917 1.097 2.097  0.09
H: -5.404 -0.700 1.355  0.11
H: -3.718 -3.125 -0.644  0.10
H: -4.680 -5.143 0.354  0.09
H: -4.800 -5.388 2.816  0.09
H: -3.911 -3.581 4.266  0.10
H: -2.926 -1.571 3.267  0.07
C: 5.078 0.677 -2.617  -0.22
Si: 3.911 1.407 -1.317  0.40
C: 2.708 2.260 -2.486  -0.21
C: 4.877 2.798 -0.456  -0.19
N: 3.295 0.326 -0.062  -0.25
C: 4.235 0.147 0.972  -0.38
C: 5.613 0.072 0.701  -0.10
C: 6.584 -0.025 1.682  -0.10
C: 6.226 -0.084 3.019  -0.12
C: 4.877 -0.070 3.333  -0.04
C: 3.931 0.028 2.336  -0.27
F: 2.649 -0.037 2.734  0.04
H: 5.412 1.522 -3.232  0.03
H: 4.531 -0.011 -3.262  -0.02
H: 5.960 0.151 -2.255  0.00
H: 2.517 1.639 -3.361  0.02
H: 3.250 3.145 -2.840  0.03
H: 1.756 2.581 -2.072  -0.04
H: 4.595 3.760 -0.894  0.01
H: 5.956 2.676 -0.576  0.02
H: 4.663 2.843 0.612  0.02
H: 5.922 0.053 -0.331  0.06
H: 7.626 -0.081 1.389  0.09
H: 6.971 -0.170 3.799  0.09
H: 4.521 -0.162 4.351  0.11
Cl: -1.164 2.202 -1.732  0.75
C: -0.632 1.235 -3.066  -0.58
C: -1.218 1.416 -4.302  -0.13
C: -0.781 0.662 -5.381  -0.11
C: 0.234 -0.265 -5.209  -0.12
C: 0.809 -0.447 -3.963  -0.60
Cl: 2.079 -1.594 -3.775  0.74
C: 0.393 0.293 -2.842  -0.44
N: 0.939 0.139 -1.613  -0.19
H: -2.014 2.141 -4.407  0.10
H: -1.237 0.793 -6.354  0.10
H: 0.588 -0.865 -6.037  0.10
Cl: 4.213 -3.123 1.437  0.25
Si: 3.006 -2.666 -0.224  -0.52
Cl: 4.548 -2.484 -1.689  0.15
Cl: 2.205 -4.519 -0.724  0.22
F: -0.132 -2.716 3.654  0.07
B: 0.371 -3.131 2.422  -1.27
F: 0.844 -1.852 1.729  -0.16
F: -0.615 -3.686 1.641  0.16
F: 1.468 -3.940 2.575  0.11
Cl: -0.667 -0.033 3.587  0.82
C: -0.370 1.589 3.100  -0.60
C: -0.823 2.613 3.911  -0.14
C: -0.553 3.935 3.594  -0.12
C: 0.195 4.210 2.462  -0.14
C: 0.633 3.178 1.649  -0.58
Cl: 1.589 3.607 0.270  0.75
C: 0.351 1.818 1.900  -0.43
N: 0.721 0.821 1.075  -0.20
H: -1.382 2.353 4.800  0.09
H: -0.903 4.738 4.231  0.09
H: 0.452 5.226 2.192  0.09

Cartesian forces (eV/Å) of the 2 atoms listed first:
W 0.022 0.242 -0.595
O -0.004 0.004 -0.019

LUMO energy = 4.049 eV
Total charge = -2
Relative energy (zero: lowest compared OMol25 entry of this formula, charge and spin) = 22.2 kcal per mole
Orbital gap = 0.245 hartree
Calculated total energy = -179389.2798 eV

---

Record 2
DFT (wB97M-V/def2-TZVPD) results for a molecular structure, C40H34AuN2O3P2 at a distorted geometry.

Each line ends with the Löwdin charge.
Geometry (Å):
Au: -0.789 1.208 0.829  1.03
C: -5.702 0.868 1.294  -0.05
O: -5.782 1.803 0.233  -0.07
C: -4.981 2.891 0.236  -0.19
C: -5.570 4.075 -0.164  0.02
C: -4.857 5.268 -0.190  -0.05
C: -3.532 5.275 0.184  -0.04
C: -2.852 4.097 0.528  -0.12
C: -1.497 4.243 0.923  -0.03
N: -0.627 3.328 1.214  -0.09
N: 0.571 3.699 1.613  0.07
C: 1.498 2.770 1.777  -0.43
O: 1.310 1.533 1.594  -0.09
C: 2.819 3.281 2.165  -0.15
C: 3.035 4.658 2.267  -0.02
C: 4.281 5.131 2.626  -0.06
C: 5.316 4.242 2.883  -0.06
C: 5.108 2.875 2.774  -0.06
C: 3.864 2.392 2.417  -0.01
C: -3.552 2.833 0.519  -0.25
O: -3.003 1.707 0.705  -0.11
H: -6.287 0.011 0.969  0.09
H: -6.140 1.297 2.202  0.10
H: -4.674 0.564 1.490  0.07
H: -6.618 4.052 -0.420  0.13
H: -5.359 6.185 -0.461  0.12
H: -2.985 6.205 0.199  0.12
H: -1.146 5.271 1.006  0.15
H: 2.220 5.335 2.062  0.11
H: 4.445 6.197 2.709  0.11
H: 6.286 4.623 3.170  0.11
H: 5.920 2.190 2.970  0.11
H: 3.683 1.332 2.327  0.08
C: -0.682 -2.569 0.610  -0.47
P: -0.910 -0.909 -0.180  0.95
C: 0.122 -0.879 -1.667  -0.39
C: -0.149 -1.703 -2.758  -0.09
C: 0.644 -1.626 -3.887  -0.05
C: 1.699 -0.726 -3.938  -0.05
C: 1.966 0.098 -2.855  -0.07
C: 1.180 0.023 -1.720  -0.12
C: -2.604 -1.047 -0.815  -0.38
C: -3.600 -1.735 -0.127  -0.09
C: -4.900 -1.724 -0.602  -0.08
C: -5.224 -1.012 -1.744  -0.06
C: -4.243 -0.295 -2.412  -0.05
C: -2.942 -0.308 -1.948  -0.10
P: 0.919 -3.356 1.214  1.05
C: 1.403 -4.581 -0.048  -0.41
C: 0.750 -4.888 -1.235  -0.10
C: 1.246 -5.888 -2.056  -0.08
C: 2.375 -6.604 -1.692  -0.08
C: 3.018 -6.318 -0.498  -0.07
C: 2.534 -5.318 0.319  -0.11
C: 2.346 -2.215 1.049  -0.40
C: 2.945 -1.764 2.221  -0.11
C: 4.145 -1.079 2.168  -0.10
C: 4.745 -0.824 0.944  -0.08
C: 4.145 -1.261 -0.226  -0.07
C: 2.961 -1.977 -0.176  -0.10
H: -1.176 -3.310 -0.034  0.05
H: -1.288 -2.500 1.526  0.03
H: -0.995 -2.378 -2.726  0.11
H: 0.433 -2.259 -4.736  0.11
H: 2.312 -0.664 -4.824  0.11
H: 2.782 0.803 -2.897  0.11
H: 1.384 0.654 -0.863  0.07
H: -3.377 -2.266 0.786  0.10
H: -5.664 -2.270 -0.067  0.11
H: -6.242 -0.996 -2.103  0.12
H: -4.491 0.279 -3.292  0.11
H: -2.173 0.259 -2.458  0.11
H: -0.133 -4.348 -1.543  0.08
H: 0.738 -6.114 -2.981  0.10
H: 2.744 -7.392 -2.330  0.11
H: 3.887 -6.883 -0.198  0.11
H: 3.026 -5.095 1.257  0.11
H: 2.485 -1.976 3.175  0.10
H: 4.623 -0.764 3.083  0.11
H: 5.687 -0.300 0.905  0.11
H: 4.614 -1.069 -1.179  0.11
H: 2.533 -2.368 -1.088  0.10

Cartesian forces (eV/Å) of the 2 atoms listed first:
Au -0.244 1.276 0.071
C -0.011 -0.080 0.461

LUMO energy = -5.985 eV
Total charge = +1
Orbital gap = 0.163 hartree
Calculated total energy = -73415.7402 eV

---

Record 3
DFT (wB97M-V/def2-TZVPD) results for a molecular structure, C40H34CoN2O2P2.

Each line ends with the Löwdin charge.
Geometry (Å):
Co: -0.366 0.226 0.274  0.29
O: -1.903 0.125 1.280  -0.17
C: -2.472 -0.963 1.738  -0.32
C: -3.494 -0.820 2.699  0.00
C: -4.154 -1.917 3.189  -0.06
C: -3.840 -3.214 2.744  -0.08
C: -2.856 -3.375 1.809  -0.04
C: -2.142 -2.268 1.299  -0.16
C: -1.083 -2.515 0.380  -0.03
N: -0.269 -1.605 -0.046  -0.07
N: 0.733 -1.999 -0.915  0.12
C: 1.298 -0.934 -1.402  -0.42
O: 0.905 0.274 -1.080  -0.17
C: 2.426 -1.057 -2.347  -0.16
C: 3.096 -2.269 -2.492  -0.02
C: 4.189 -2.355 -3.339  -0.07
C: 4.613 -1.237 -4.048  -0.07
C: 3.938 -0.032 -3.914  -0.07
C: 2.847 0.060 -3.063  -0.02
H: -3.739 0.182 3.025  0.12
H: -4.937 -1.781 3.925  0.11
H: -4.376 -4.068 3.132  0.11
H: -2.598 -4.365 1.449  0.12
H: -0.914 -3.527 0.019  0.15
H: 2.760 -3.130 -1.931  0.11
H: 4.712 -3.295 -3.448  0.11
H: 5.465 -1.309 -4.710  0.11
H: 4.258 0.835 -4.477  0.11
H: 2.309 0.994 -2.957  0.10
C: 1.247 2.130 2.324  -0.32
C: -0.066 2.890 2.115  -0.33
P: -0.664 2.472 0.436  1.07
C: 0.209 3.616 -0.664  -0.31
C: -0.326 4.874 -0.944  -0.07
C: 0.384 5.775 -1.722  -0.06
C: 1.632 5.431 -2.224  -0.06
C: 2.166 4.179 -1.957  -0.06
C: 1.455 3.272 -1.186  -0.09
C: -2.400 2.945 0.351  -0.37
C: -3.142 2.496 -0.740  -0.08
C: -4.476 2.843 -0.862  -0.06
C: -5.079 3.635 0.107  -0.06
C: -4.345 4.083 1.195  -0.07
C: -3.005 3.740 1.318  -0.08
P: 0.993 0.356 1.963  1.11
C: 2.633 -0.370 1.742  -0.30
C: 3.160 -1.290 2.649  -0.07
C: 4.436 -1.799 2.457  -0.06
C: 5.194 -1.396 1.369  -0.05
C: 4.685 -0.464 0.476  -0.05
C: 3.414 0.049 0.664  -0.09
C: 0.247 -0.385 3.426  -0.33
C: 0.049 -1.767 3.452  -0.11
C: -0.568 -2.366 4.538  -0.05
C: -1.004 -1.590 5.601  -0.05
C: -0.812 -0.216 5.583  -0.06
C: -0.189 0.386 4.500  -0.07
H: 1.659 2.246 3.327  0.10
H: 2.011 2.478 1.623  0.09
H: 0.070 3.966 2.231  0.10
H: -0.832 2.553 2.816  0.08
H: -1.301 5.150 -0.562  0.11
H: -0.040 6.746 -1.939  0.11
H: 2.183 6.136 -2.832  0.11
H: 3.132 3.903 -2.360  0.11
H: 1.847 2.279 -1.026  0.06
H: -2.676 1.873 -1.496  0.11
H: -5.049 2.491 -1.710  0.11
H: -6.123 3.902 0.013  0.11
H: -4.813 4.701 1.949  0.11
H: -2.442 4.101 2.170  0.10
H: 2.593 -1.601 3.514  0.10
H: 4.837 -2.512 3.166  0.11
H: 6.185 -1.805 1.218  0.11
H: 5.268 -0.147 -0.379  0.12
H: 3.024 0.760 -0.050  0.09
H: 0.394 -2.378 2.628  0.11
H: -0.714 -3.438 4.549  0.12
H: -1.492 -2.055 6.447  0.11
H: -1.142 0.390 6.416  0.11
H: -0.039 1.457 4.516  0.09

Cartesian forces (eV/Å) of the 2 atoms listed first:
Co -0.004 0.075 0.043
O 0.018 0.038 0.004

LUMO energy (alpha / beta) = -3.662 / -3.653 eV
Total charge = +1
Relative energy (zero: lowest compared OMol25 entry of this formula, charge and spin) = 0.0 kcal per mole
Orbital gap (alpha / beta) = 0.255 / 0.255 hartree
Calculated total energy = -105308.3800 eV

---

Record 4
DFT (wB97M-V/def2-TZVPD) results for a molecular structure, C40H34CoN6O2P2S.

Each line ends with the Löwdin charge.
Geometry (Å):
Co: -0.161 -0.206 -1.027  0.37
N: 1.747 0.029 1.590  -0.38
P: 0.086 -0.319 2.038  0.97
C: 0.250 -0.747 3.804  -0.37
C: -0.922 -1.147 4.448  -0.11
C: -0.910 -1.449 5.800  -0.07
C: 0.276 -1.365 6.520  -0.06
C: 1.445 -0.979 5.884  -0.07
C: 1.435 -0.664 4.528  -0.09
C: -0.620 1.362 2.121  -0.38
C: -1.965 1.502 1.783  -0.13
C: -2.588 2.743 1.859  -0.07
C: -1.853 3.856 2.250  -0.06
C: -0.507 3.726 2.581  -0.05
C: 0.107 2.483 2.523  -0.08
P: 1.901 0.469 -0.043  0.90
C: 2.418 2.201 -0.077  -0.37
C: 3.344 2.654 0.863  -0.08
C: 3.751 3.977 0.841  -0.05
C: 3.252 4.847 -0.128  -0.05
C: 2.352 4.393 -1.079  -0.06
C: 1.934 3.068 -1.048  -0.11
C: 3.384 -0.388 -0.642  -0.36
C: 3.920 -1.521 -0.039  -0.09
C: 5.065 -2.118 -0.562  -0.06
C: 5.670 -1.589 -1.694  -0.06
C: 5.132 -0.461 -2.310  -0.06
C: 3.995 0.138 -1.787  -0.10
H: 2.415 -0.647 1.934  0.03
H: -1.851 -1.223 3.891  0.10
H: -1.824 -1.754 6.293  0.11
H: 0.286 -1.599 7.578  0.12
H: 2.370 -0.912 6.444  0.11
H: 2.359 -0.338 4.065  0.09
H: -2.538 0.629 1.474  0.09
H: -3.640 2.842 1.618  0.11
H: -2.331 4.827 2.306  0.11
H: 0.059 4.594 2.896  0.11
H: 1.152 2.381 2.794  0.10
H: 3.728 1.981 1.623  0.11
H: 4.461 4.335 1.576  0.12
H: 3.576 5.881 -0.142  0.12
H: 1.979 5.066 -1.840  0.11
H: 1.253 2.701 -1.807  0.08
H: 3.459 -1.974 0.832  0.10
H: 5.484 -2.991 -0.078  0.12
H: 6.567 -2.048 -2.093  0.12
H: 5.606 -0.041 -3.190  0.12
H: 3.593 1.026 -2.261  0.11
O: -7.651 0.221 -1.541  0.13
N: -6.727 0.908 -1.175  -0.33
O: -6.799 2.075 -0.838  0.10
C: -5.381 0.278 -1.128  -0.05
C: -5.352 -1.033 -0.865  0.09
C: -4.097 -1.710 -0.723  -0.11
C: -4.001 -3.080 -0.421  0.04
C: -2.765 -3.654 -0.280  -0.01
C: -1.632 -2.853 -0.437  -0.10
N: -1.702 -1.566 -0.727  0.02
C: -2.918 -0.991 -0.878  -0.15
C: -2.966 0.419 -1.196  -0.15
N: -1.775 1.056 -1.359  0.04
C: -1.778 2.342 -1.656  -0.07
C: -2.954 3.070 -1.824  0.01
C: -4.159 2.445 -1.658  0.05
C: -4.190 1.073 -1.320  -0.05
H: -6.281 -1.575 -0.745  0.15
H: -4.906 -3.664 -0.293  0.14
H: -2.653 -4.702 -0.039  0.12
H: -0.639 -3.266 -0.298  0.12
H: -0.817 2.823 -1.762  0.10
H: -2.902 4.120 -2.079  0.13
H: -5.079 2.996 -1.774  0.12
C: -0.846 -3.488 -4.235  0.00
N: 0.542 -3.376 -3.773  -0.10
C: 1.459 -4.421 -3.779  -0.02
C: 2.626 -3.921 -3.336  -0.03
N: 2.397 -2.584 -3.073  0.10
C: 1.130 -2.248 -3.343  -0.69
S: 0.406 -0.676 -3.271  0.67
H: -1.283 -4.398 -3.833  0.10
H: -0.877 -3.517 -5.320  0.11
H: -1.397 -2.621 -3.885  0.05
H: 1.196 -5.415 -4.105  0.14
H: 3.585 -4.389 -3.190  0.13
H: 3.083 -1.914 -2.754  0.11

Cartesian forces (eV/Å) of the 2 atoms listed first:
Co -0.154 -0.184 -0.630
N -0.106 -0.010 -0.272

LUMO energy (alpha / beta) = -5.841 / -6.177 eV
Total charge = +2
2S+1 = 4
Orbital gap (alpha / beta) = 0.269 / 0.256 hartree
Calculated total energy = -122095.0198 eV

---

Which of these has the lowest calculated total energy? C40H33BCl7F5N3O2PSi2W

---

Which value of total charge does entry 1 give? -2

---

Among the records above, which one has the highest calculated total energy? C40H34AuN2O3P2